Below is a cluster of 3 separate species, C4H13NO2 in total at a distorted geometry, with properties calculated with ωB97M-V with the def2-TZVPD basis set.

ORCA input file:
```
! wB97M-V def2-TZVPD RIJCOSX def2/J DEFGRID3
* xyz 0 1
C -2.3543 -0.3840 2.5996
C -1.4733 -0.7725 1.4592
C -0.5563 0.0750 0.8708
N 0.4470 -0.4241 0.0460
C 1.7934 -0.0141 0.4049
H -3.3849 -0.5137 2.3123
H -2.1020 0.5430 3.0825
H -2.1863 -1.3179 3.2364
H -1.6665 -1.6122 0.7901
H -0.4873 1.2540 1.0098
H 0.2361 -1.4386 -0.2033
H 2.2648 -0.7288 1.0447
H 1.7637 1.0980 0.6551
H 2.5604 0.0606 -0.6334
O -0.1152 1.3929 -2.6276
H -0.8966 1.9605 -2.3192
H -0.1561 0.7150 -1.9706
O 2.2861 -0.0224 -3.5986
H 1.5766 0.5849 -3.3510
H 2.4506 -0.4556 -2.8075
*
```

* LUMO: 0.71 eV
* structure (SMILES): C/C=C/NC.O.O
* gap between HOMO and LUMO: 8.753 eV
* maximum force: 0.0942 hartree/bohr
* relative energy (zero: lowest compared OMol25 entry of this formula, charge and spin): 2.749 eV